ORCA calculation (ωB97M-V/def2-TZVPD) on 9 unconnected molecules or ions with the total composition C51H110N6O19 at a distorted geometry.

Values from the calculation:
SMILES: CC1(C)CCCC(C)(C)N1O.CC1(C)CCCC(C)(C)N1O.COCCNCCOC.COCCNCCOC.COCCNCCOC.COCCNCCOC.O=C1OCCO1.O=C1OCCO1.O=C1OCCO1
HOMO level in hartree: -0.279
Total charge: 0
Orbital gap in eV: 8.0
LUMO energy in eV: 0.378

Positions of all 186 atoms, in Å:
C  4.85400  -3.65353  4.26904
C  4.87630  -4.20887  2.82732
C  6.33718  -4.65859  2.63778
C  3.97643  -5.47585  2.99220
C  3.57997  -6.08488  1.51916
C  2.97684  -4.98887  0.66157
C  3.81549  -3.69099  0.55278
C  4.81303  -3.94259  -0.52637
C  2.79688  -2.63364  0.02698
N  4.36920  -3.27278  1.85671
O  5.08449  -2.11555  1.78652
H  5.43844  -4.37839  4.83570
H  5.29937  -2.66012  4.21543
H  3.92644  -3.35845  4.75961
H  6.49849  -5.31689  1.78413
H  7.00125  -3.81120  2.46731
H  6.66176  -5.27180  3.47844
H  4.57258  -6.21985  3.52057
H  3.02830  -5.24069  3.47577
H  4.48690  -6.55974  1.14487
H  2.83721  -6.85843  1.71414
H  2.07709  -4.81607  1.25208
H  2.75583  -5.39779  -0.32435
H  5.85758  -4.13201  -0.27911
H  4.71587  -3.24905  -1.36163
H  4.46248  -4.78466  -1.12313
H  3.22615  -1.63610  0.12045
H  1.80514  -2.57423  0.47533
H  2.66008  -2.60772  -1.05409
H  4.31812  -1.54471  1.87827
C  -0.14327  6.34440  4.12288
C  0.27986  6.67682  2.68354
C  0.27794  8.25041  2.64629
C  1.75515  6.14346  2.53808
C  2.27291  6.04137  1.03576
C  1.23624  5.24175  0.24853
C  -0.20484  5.89366  0.21882
C  -0.19490  7.21817  -0.56233
C  -1.06522  4.87824  -0.57238
N  -0.60387  6.06912  1.66390
O  -1.99629  6.36647  1.87437
H  -0.25860  5.30250  4.42162
H  0.71348  6.53014  4.77064
H  -0.99146  6.84259  4.59244
H  0.17382  8.80911  3.57640
H  1.09637  8.64718  2.04558
H  -0.60792  8.56262  2.09323
H  2.44572  6.75009  3.12393
H  1.75070  5.13629  2.95484
H  2.28758  7.05502  0.63528
H  3.26327  5.58745  1.00047
H  1.27030  4.20940  0.59664
H  1.66353  5.10954  -0.74547
H  -0.44894  7.01143  -1.60195
H  0.69804  7.82073  -0.72868
H  -0.92398  7.95232  -0.21944
H  -1.92104  5.29932  -1.09997
H  -1.33987  4.13840  0.17949
H  -0.41669  4.47032  -1.34769
H  -2.35643  5.73497  2.50136
C  0.33822  -2.43726  5.75372
O  -0.86304  -2.91244  6.36748
C  -0.57505  -3.62090  7.59518
C  -0.14766  -5.00667  7.24376
N  -1.24565  -5.95281  7.33708
C  -0.88004  -7.24238  6.91008
C  -1.90604  -8.32638  6.95772
O  -3.04053  -7.84510  6.42606
C  -4.01710  -8.82720  6.06377
H  0.92155  -3.13947  5.15812
H  1.06789  -1.95980  6.40771
H  0.05427  -1.64959  5.05583
H  -1.32734  -3.60058  8.38369
H  0.24328  -3.15274  8.14223
H  0.65369  -5.25878  7.93830
H  0.23710  -5.10459  6.22864
H  -1.99265  -5.57791  6.77003
H  -0.01194  -7.68368  7.39973
H  -0.56631  -7.07284  5.88007
H  -1.93661  -8.51749  8.03040
H  -1.45514  -9.24583  6.58438
H  -3.62148  -9.73096  5.60032
H  -4.86753  -8.40493  5.52846
H  -4.45603  -9.15572  7.00585
C  1.47005  0.79164  -5.48199
O  0.47607  0.91827  -4.40082
C  1.17232  0.72562  -3.11794
C  0.05831  0.83338  -2.07848
N  0.58190  0.73447  -0.68248
C  -0.41304  0.60732  0.33192
C  0.28200  0.77616  1.67856
O  0.88213  -0.45013  2.06088
C  1.87135  -0.36205  3.09141
H  0.97000  0.65676  -6.44108
H  2.12330  -0.00297  -5.12150
H  1.95286  1.76215  -5.59649
H  1.93208  1.46293  -2.85862
H  1.67814  -0.23799  -3.05710
H  -0.63121  0.01533  -2.28696
H  -0.59191  1.68005  -2.29861
H  1.17705  -0.08120  -0.70672
H  -1.12242  -0.21527  0.42261
H  -1.06774  1.46101  0.15679
H  -0.48992  0.95538  2.42698
H  0.90241  1.66812  1.59139
H  2.26403  -1.37352  2.98737
H  1.47526  -0.33660  4.10658
H  2.55719  0.43375  2.80085
C  -5.44048  4.08105  -5.91667
O  -6.08478  3.18709  -6.80416
C  -5.50908  1.88260  -6.99041
C  -4.18878  1.89374  -7.70119
N  -3.66077  0.55870  -7.84230
C  -2.14443  0.50689  -7.81140
C  -1.14080  1.23485  -8.66520
O  -0.01957  1.94318  -8.19282
C  -0.33098  3.14279  -7.38079
H  -5.30597  3.61303  -4.94150
H  -6.05799  4.97912  -5.93253
H  -4.50948  4.35960  -6.41039
H  -6.06519  1.25001  -7.68228
H  -5.23955  1.35466  -6.07568
H  -3.44864  2.39625  -7.07848
H  -4.31147  2.41108  -8.65272
H  -3.93043  0.14026  -8.72110
H  -1.92796  -0.56089  -7.77848
H  -1.80952  0.82671  -6.82466
H  -1.75518  1.91737  -9.25239
H  -0.69958  0.49560  -9.33374
H  -1.00719  3.79030  -7.93898
H  0.66686  3.56310  -7.25526
H  -0.67986  2.87685  -6.38297
C  -7.84485  -3.27752  0.26404
O  -6.96873  -2.22907  -0.05716
C  -6.87335  -1.28929  0.96395
C  -5.76475  -0.30536  0.52671
N  -5.54775  0.73925  1.53535
C  -4.26374  1.43851  1.32948
C  -4.10848  1.94921  -0.14148
O  -5.12683  2.69453  -0.63495
C  -5.06980  4.11499  -0.49089
H  -8.72615  -2.88632  0.77235
H  -7.39841  -3.81219  1.10244
H  -8.16531  -3.70417  -0.68642
H  -6.39795  -1.58940  1.89777
H  -7.83103  -0.99184  1.39112
H  -6.04258  0.10360  -0.44471
H  -4.87725  -0.93243  0.44170
H  -5.52366  0.26806  2.42837
H  -3.37378  0.82799  1.48223
H  -4.31366  2.27679  2.02438
H  -3.81084  1.24415  -0.91763
H  -3.24364  2.60655  -0.23123
H  -5.08213  4.49284  0.53145
H  -5.84831  4.68051  -1.00296
H  -4.20310  4.48083  -1.04143
O  0.84501  -3.17885  -2.65007
C  -0.26380  -3.51552  -2.21963
O  -1.04456  -2.79508  -1.45988
C  -2.34607  -3.53242  -1.25003
C  -2.24182  -4.79160  -2.07592
O  -0.94050  -4.71101  -2.61980
H  -2.46968  -3.65551  -0.17408
H  -3.11739  -2.83347  -1.57352
H  -3.10846  -4.85273  -2.73418
H  -2.34928  -5.63109  -1.38904
O  3.44131  4.45954  -7.52930
C  3.11083  3.52991  -8.34006
O  3.03896  3.76829  -9.70535
C  2.92542  2.63334  -10.48994
C  2.90266  1.60120  -9.47855
O  3.15078  2.25809  -8.20077
H  1.94672  2.57684  -10.96643
H  3.66821  2.40052  -11.25294
H  3.62950  0.79456  -9.57414
H  1.94085  1.09647  -9.38759
O  4.84201  0.22313  4.15338
C  5.91391  0.76215  4.53363
O  5.92612  1.96309  4.96156
C  7.24062  2.52289  5.03589
C  8.10494  1.23104  5.00206
O  7.05747  0.20308  4.73199
H  7.40537  3.28531  4.27453
H  7.39472  2.89224  6.04976
H  8.52529  1.21988  6.00769
H  8.94098  1.38484  4.31980

Mulliken population analysis, charges in e, atoms 1 to 99: number 1, C, carries -1.58; number 2, C, carries 1.11; number 3, C, carries -1.80; number 4, C, carries -1.12; number 5, C, carries -0.97; number 6, C, carries -1.27; number 7, C, carries 2.22; number 8, C, carries -2.04; number 9, C, carries -2.52; number 10, N, carries 1.04; number 11, O, carries -0.55; number 12, H, carries 0.49; number 13, H, carries 0.23; number 14, H, carries 0.22; number 15, H, carries 0.37; number 16, H, carries 0.33; number 17, H, carries 0.52; number 18, H, carries 0.45; number 19, H, carries 0.20; number 20, H, carries 0.35; number 21, H, carries 0.45; number 22, H, carries 0.28; number 23, H, carries 0.56; number 24, H, carries 0.26; number 25, H, carries 0.40; number 26, H, carries 0.47; number 27, H, carries 0.66; number 28, H, carries 0.38; number 29, H, carries 0.49; number 30, H, carries 0.36; number 31, C, carries -2.09; number 32, C, carries 1.60; number 33, C, carries -1.68; number 34, C, carries -1.26; number 35, C, carries -0.93; number 36, C, carries -0.94; number 37, C, carries 2.06; number 38, C, carries -1.92; number 39, C, carries -2.02; number 40, N, carries 0.47; number 41, O, carries -0.48; number 42, H, carries 0.42; number 43, H, carries 0.50; number 44, H, carries 0.43; number 45, H, carries 0.43; number 46, H, carries 0.30; number 47, H, carries 0.33; number 48, H, carries 0.43; number 49, H, carries 0.45; number 50, H, carries 0.27; number 51, H, carries 0.47; number 52, H, carries -0.13; number 53, H, carries 0.49; number 54, H, carries 0.50; number 55, H, carries 0.31; number 56, H, carries 0.39; number 57, H, carries 0.52; number 58, H, carries 0.22; number 59, H, carries 0.40; number 60, H, carries 0.32; number 61, C, carries -0.60; number 62, O, carries -0.41; number 63, C, carries -0.70; number 64, C, carries -0.14; number 65, N, carries -0.31; number 66, C, carries -0.63; number 67, C, carries -0.62; number 68, O, carries -0.28; number 69, C, carries -0.81; number 70, H, carries 0.22; number 71, H, carries 0.40; number 72, H, carries 0.16; number 73, H, carries 0.40; number 74, H, carries 0.37; number 75, H, carries 0.25; number 76, H, carries 0.13; number 77, H, carries 0.22; number 78, H, carries 0.33; number 79, H, carries 0.41; number 80, H, carries 0.31; number 81, H, carries 0.40; number 82, H, carries 0.32; number 83, H, carries 0.25; number 84, H, carries 0.32; number 85, C, carries -0.69; number 86, O, carries -0.27; number 87, C, carries -0.56; number 88, C, carries -0.55; number 89, N, carries 0.05; number 90, C, carries 0.80; number 91, C, carries -0.84; number 92, O, carries -0.06; number 93, C, carries -0.54; number 94, H, carries 0.01; number 95, H, carries 0.49; number 96, H, carries 0.30; number 97, H, carries 0.35; number 98, H, carries 0.27; number 99, H, carries 0.09



ORCA calculation (ωB97M-V/def2-TZVPD) on a single C13H19P molecule at a distorted geometry.

Values from the calculation:
HOMO level (alpha / beta) in hartree: -0.270 / -0.287
Total charge: 0
Orbital gap (alpha / beta) in eV: 7.8 / 7.0
LUMO energy (alpha / beta) in eV: 0.486 / -0.862

Positions of all 33 atoms, in Å:
C  -4.41875  -1.69486  0.57778
C  -3.45788  -2.75067  0.77337
C  -3.89682  -0.44623  0.78286
C  -2.11306  -2.56893  1.04570
C  -2.57362  -0.17259  1.00974
C  -1.63404  -1.19480  1.15848
C  -0.27805  -0.95877  1.38366
C  1.84931  0.11187  -1.21881
C  2.06238  0.14593  0.31740
C  1.13758  2.34541  -1.74402
C  2.27585  1.42933  -1.98542
C  2.50920  1.26031  -3.52128
C  1.27373  0.83813  2.96099
P  0.48657  0.64055  1.23132
H  -5.43544  -1.82922  0.44525
H  -3.88549  -3.78559  0.74780
H  -4.56590  0.44555  0.81904
H  -1.57381  -3.48859  1.28360
H  -2.39143  0.86237  1.12543
H  0.28903  -2.02465  1.50438
H  2.30334  -0.79936  -1.59852
H  0.80175  -0.12449  -1.49030
H  2.34218  -0.90780  0.61349
H  2.61915  0.96547  0.57642
H  0.69693  2.58251  -0.75980
H  0.73879  2.94746  -2.58749
H  3.20187  1.73456  -1.55267
H  1.60671  0.59267  -3.94111
H  3.38298  0.70644  -3.95124
H  2.38547  2.29814  -3.91258
H  1.92255  1.76728  2.89259
H  0.46269  1.17381  3.74601
H  1.87623  -0.10125  3.26795

Partial atomic charges computed with the Mulliken method, in multiples of e: number 1, C, carries -0.81; number 2, C, carries -0.25; number 3, C, carries -0.34; number 4, C, carries -0.76; number 5, C, carries -0.66; number 6, C, carries 1.41; number 7, C, carries -0.31; number 8, C, carries -1.07; number 9, C, carries -0.93; number 10, C, carries -1.06; number 11, C, carries 0.64; number 12, C, carries -1.34; number 13, C, carries -1.18; number 14, P, carries 0.18; number 15, H, carries 0.46; number 16, H, carries 0.27; number 17, H, carries 0.27; number 18, H, carries 0.28; number 19, H, carries 0.35; number 20, H, carries 0.15; number 21, H, carries 0.50; number 22, H, carries 0.40; number 23, H, carries 0.42; number 24, H, carries 0.49; number 25, H, carries 0.35; number 26, H, carries 0.27; number 27, H, carries 0.35; number 28, H, carries 0.25; number 29, H, carries 0.35; number 30, H, carries 0.33; number 31, H, carries 0.37; number 32, H, carries 0.34; number 33, H, carries 0.28



The E_tot results, record by record, are as follows: -3766.71607, -847.92127 Eh.
The energy relative to the best compared isomer or geometry (same formula, charge and spin) results, record by record, are as follows: 488.2, 430.6 kJ/mol.